#w
The following is a quantum chemistry calculation of a structure of composition C9H17N3O5, from OMol25.

Properties
multiplicity	1
LUMO	0.013	Ha
highest occupied orbital energy	-9.68	eV

Element x y z (Å)
C -2.27697 0.88373 0.03413
C -1.09187 0.61959 -0.99442
C -2.90310 -0.52495 0.24396
C -4.00054 -0.27119 1.26505
C 0.98930 -0.67861 -1.25767
C 1.41962 -2.02561 -0.66504
C 2.19721 0.23124 -0.88565
C 2.61544 0.02936 0.66509
C 3.79485 1.02132 0.74955
H -3.35728 2.44212 0.05181
H -2.83215 1.87976 -1.45770
H -1.77612 1.32363 0.84012
H -2.19692 -1.34979 0.61262
H -3.97607 -0.24520 -1.44380
H -4.18435 0.96283 0.99222
H -3.70715 -0.29411 2.32047
H -5.03803 -1.01635 0.91778
H -0.78212 -0.93229 0.06426
H 0.84843 -0.79169 -2.31205
H 1.74940 1.33509 -0.71778
H 2.88180 0.08023 -1.81582
H 1.68991 -0.03785 1.32461
H 3.19918 -1.04074 0.89732
H 4.81801 2.01763 2.47340
H 4.56927 -0.07161 2.65188
H 2.85001 -3.29531 -1.35456
N -3.22238 1.61650 -0.64547
N -0.11089 -0.20763 -0.39715
N 4.39860 1.14769 2.06990
O -1.01493 1.14652 -2.05026
O -3.46819 -0.91224 -0.94131
O 1.31104 -2.55831 0.45217
O 4.15991 1.90622 -0.06387
O 2.44708 -2.38997 -1.62379

Here are the natural (NBO) charges for atoms 1 to 4, given in e: atom 1 (C): -0.18, atom 2 (C): 0.71, atom 3 (C): 0.08, atom 4 (C): -0.63

#x
The following is a quantum chemistry calculation of an isolated molecule of C9H17N3O5, from OMol25.

Properties
multiplicity	1
LUMO	0.013	Ha
highest occupied orbital energy	-9.72	eV

Element x y z (Å)
C 2.13185 -0.90728 -0.22105
C 1.21506 0.32816 -0.16782
C 1.49502 -1.96514 -1.24497
C 0.23981 -2.54869 -0.64222
C -0.21388 1.77781 1.26041
C -0.24170 1.80713 2.84905
C -1.68953 1.77100 0.70980
C -1.95855 1.53155 -0.78271
C -2.12017 -0.02210 -1.13201
H 2.69717 -1.03086 1.86334
H 2.64654 -2.46944 0.97948
H 3.13508 -0.60318 -0.45509
H 2.17193 -2.93699 -1.25865
H 1.40932 -0.59000 -2.39626
H 0.19908 -3.03520 0.31839
H -0.10174 -3.33516 -1.32872
H -0.62862 -1.80909 -0.67797
H 0.66060 -0.18608 1.64860
H 0.39805 2.62005 0.89018
H -2.39086 1.17658 1.32155
H -1.97883 2.81507 0.86761
H -2.83827 2.07903 -1.09115
H -1.06759 1.88436 -1.28695
H -0.66959 -0.12845 -2.63672
H -2.02646 -1.30369 -2.59064
H -0.54909 3.65565 2.74300
N 2.18307 -1.58605 1.17184
N 0.67474 0.57736 0.97061
N -1.65291 -0.32475 -2.39147
O 1.08602 1.08197 -1.22664
O 1.11743 -1.47537 -2.54617
O -0.14326 0.77383 3.46934
O -2.78556 -0.66021 -0.39858
O -0.40416 3.03817 3.41261

Here are the natural (NBO) charges for atoms 1 to 4, given in e: atom 1 (C): -0.16, atom 2 (C): 0.67, atom 3 (C): 0.10, atom 4 (C): -0.66

Least stable: #w